Molecular formula: C20H41N2OOsP3
Method: DFT, ωB97M-V/def2-TZVPD

Geometry as XYZ:
```
68
Properties=species:S:1:pos:R:3:forces:R:3
Os -0.0865 0.6709 -1.0730 -3.223 0.522 0.058
P 1.3896 0.9280 0.6704 2.474 0.049 3.045
P -1.2215 2.4208 -2.2163 -1.497 1.582 -1.669
P 1.6013 -0.0179 -2.3908 3.149 -1.575 -2.278
H -1.1666 -4.0711 -0.1449 0.586 -0.426 -0.017
C -0.0640 -4.0955 -0.2095 -2.591 0.559 -2.850
C 0.6840 -3.8636 0.8890 2.416 -1.054 3.407
H 0.2696 -3.8494 1.8978 -0.356 0.416 -0.197
C 0.6891 0.4351 2.2996 -0.261 0.169 0.041
C 1.9109 2.6737 0.7872 -0.285 0.099 -0.151
C 2.9699 -0.0177 0.8542 0.007 0.040 -0.390
C -3.0656 2.3266 -2.3389 -0.292 -0.870 0.555
C -0.9546 4.0295 -1.3869 0.843 -0.129 1.323
C -0.6357 2.6577 -3.9347 1.018 -0.795 -0.372
C 2.4854 -1.5631 -1.8484 0.047 0.288 0.415
C 2.9768 1.2154 -2.5128 -0.187 0.069 -0.050
C 1.2777 -0.5900 -4.1119 -0.353 0.237 -0.054
H 0.3552 -4.1280 -1.2162 0.064 -0.352 0.272
H 1.7746 -3.9637 0.9191 -0.161 0.309 -0.466
H 0.1626 -0.5244 2.1385 0.130 0.425 0.304
H -0.0225 1.1933 2.6745 0.370 -0.516 -0.067
H 1.5094 0.2910 3.0317 -0.503 0.173 -0.404
H 1.0480 3.2890 1.1136 0.575 -0.207 -0.204
H 2.2690 2.9962 -0.2071 -0.098 0.072 0.526
H 2.7303 2.7468 1.5197 -0.289 0.065 -0.217
H 2.6915 -1.0835 0.9308 0.329 0.413 0.060
H 3.4914 0.2882 1.7821 -0.405 -0.038 -0.453
H 3.6523 0.1305 0.0001 -0.241 -0.096 0.679
H -3.5009 2.5784 -3.3269 0.714 0.027 0.380
H -3.5193 2.9882 -1.5816 0.278 -0.204 -0.293
H -3.3798 1.2930 -2.0985 0.091 0.528 -0.074
H -1.1400 4.8819 -2.0750 0.002 -0.640 0.230
H 0.1041 4.0707 -1.0225 -0.795 0.226 -0.409
H -1.6112 4.1266 -0.4803 0.483 -0.108 -0.905
H -0.9409 3.6213 -4.3855 0.008 -0.391 0.508
H -0.9847 1.8205 -4.5974 0.177 0.698 0.700
H 0.4869 2.6156 -3.9235 -0.894 0.184 -0.145
H 3.0368 -1.9860 -2.7035 -0.391 0.172 0.279
H 1.7573 -2.2911 -1.4651 0.232 0.077 -0.168
H 3.2223 -1.3351 -1.0722 -0.349 -0.285 -0.328
H 3.6462 0.9521 -3.3469 -0.274 -0.002 0.203
H 3.5758 1.2426 -1.5891 -0.315 0.041 -0.399
H 2.5647 2.2174 -2.7001 0.209 -0.221 0.000
H 2.1182 -1.2313 -4.4320 -0.314 0.493 0.100
H 1.1762 0.2490 -4.8136 -0.028 -0.232 0.164
H 0.3625 -1.2079 -4.1434 0.344 0.350 0.047
C -2.3148 -1.6941 -3.2857 0.751 -0.691 0.540
C -3.2978 -0.9373 -4.0356 0.525 -0.313 0.010
C -3.4233 -1.1679 -5.3925 -0.836 0.667 1.440
C -2.6235 -2.1283 -6.0107 -0.104 -0.561 -1.321
C -1.7087 -2.9327 -5.3168 0.326 -0.448 1.358
C -1.5849 -2.7435 -3.9518 -0.211 0.047 -1.629
O -1.9870 -1.5375 -2.0484 -0.436 0.429 -0.694
H -0.9582 0.5793 -2.4319 -0.265 -0.003 -1.162
H -3.9167 -0.2411 -3.4873 -0.140 0.000 -0.178
H -4.2363 -0.6609 -5.9212 0.524 -0.151 -0.086
H -2.7818 -2.3155 -7.0729 0.107 0.066 0.183
H -1.1573 -3.7485 -5.7981 -0.272 0.498 -0.031
H -0.9153 -3.3433 -3.3544 0.016 -0.073 0.038
N -2.4499 -0.6331 0.3081 0.260 0.704 -0.527
C -3.3300 -0.5031 1.2871 -0.270 -0.136 -0.063
C -3.1417 0.7223 1.8929 0.586 1.216 -0.321
C -2.1348 1.3813 1.1800 -0.796 -2.186 -0.146
N -1.7458 0.5370 0.1734 0.622 0.095 0.578
H -2.4298 -1.3088 -0.4921 -0.131 0.730 0.271
H -4.0923 -1.2497 1.4093 -0.077 -0.197 0.399
H -3.6836 1.1516 2.6927 -0.513 0.122 0.675
H -1.6532 2.3314 1.3436 -0.110 0.044 -0.074
```
Forces are in eV/Å.

Summary:
- HOMO-LUMO gap (alpha / beta) (eV) = 6.3 / 3.3
- spin multiplicity = 5
- charge = +4
- HOMO (alpha / beta) (eV) = -19.7 / -20.5
- ΔE to the lowest compared entry with this formula, charge and spin (kJ/mol) = 438.2

***

Molecular formula: C4H5NO2
Method: DFT, ωB97M-V/def2-TZVPD

Geometry as XYZ:
```
12
Properties=species:S:1:pos:R:3:forces:R:3
O 1.6515 1.5777 0.1706 0.128 -0.657 0.043
C 1.8730 0.3938 0.1321 0.073 0.488 0.049
C 0.8781 -0.7348 0.4439 -0.213 -0.022 0.030
O 1.3359 -1.8496 0.5098 -0.059 0.200 -0.147
N -0.4805 -0.4776 0.6115 0.275 -0.100 0.177
C -1.3366 -0.5162 -0.5670 -0.213 -0.088 -0.292
C -1.1654 0.7384 0.2089 -0.006 0.206 -0.053
H 2.8488 -0.0347 -0.1657 0.000 0.118 0.072
H -2.2387 -1.1137 -0.4948 0.091 0.072 0.076
H -0.8303 -0.5648 -1.5316 -0.106 -0.021 0.180
H -0.5854 1.5474 -0.2204 -0.160 -0.145 0.005
H -1.9504 1.0342 0.9027 0.189 -0.052 -0.141
```
Forces are in eV/Å.

Summary:
- HOMO-LUMO gap (eV) = 9.4
- SMILES string = O=CC(=O)N1CC1
- charge = 0
- HOMO (eV) = -9.8
- ΔE to the lowest compared entry with this formula, charge and spin (kJ/mol) = 216.1

***

Molecular formula: C49H65IrOP2SSi
Method: DFT, ωB97M-V/def2-TZVPD

Geometry as XYZ:
```
120
Properties=species:S:1:pos:R:3:forces:R:3
Ir -0.1907 -0.2641 0.2815 -0.915 0.217 -0.788
C 3.5171 -0.5890 -1.0595 -0.968 0.267 0.669
Si 1.6958 -0.0142 -1.2220 -1.733 -0.184 -1.497
C 1.6595 1.8570 -1.6811 -0.091 -0.796 0.745
C 2.8095 2.4323 -2.2075 0.043 -0.025 0.010
C 2.8592 3.7749 -2.5382 0.016 0.030 -0.074
C 1.7353 4.5624 -2.3676 -0.047 0.060 -0.013
C 0.5752 4.0077 -1.8555 -0.188 0.065 0.041
C 0.5333 2.6686 -1.4756 -0.152 -0.380 0.032
P -0.9811 1.9625 -0.7243 1.145 -0.700 0.450
C -2.4120 2.4247 -1.8496 0.283 -0.884 0.279
C -2.8198 3.8954 -1.9564 -0.033 0.135 0.351
C -4.2409 3.9600 -2.5323 -0.020 -0.039 -0.047
C -4.4585 2.8916 -3.6110 0.029 0.063 -0.120
C -3.1374 2.5137 -4.2735 -0.164 -0.053 0.027
C -2.1260 1.9247 -3.2704 0.014 -0.120 -0.148
C -1.2286 2.7652 0.9539 0.019 -0.760 -0.437
C -2.5268 2.1881 1.5348 0.119 -0.059 0.188
C -2.8359 2.7472 2.9229 -0.125 0.024 0.095
C -2.8013 4.2882 2.9599 -0.142 0.045 -0.083
C -2.4558 4.8864 1.6016 0.124 0.045 0.217
C -1.1482 4.2936 1.0872 -0.103 0.248 -0.274
C 0.9603 -1.0068 -2.7455 0.451 0.487 1.066
C 1.6723 -0.9203 -3.9347 -0.050 -0.139 -0.114
C 1.4028 -1.7666 -4.9970 0.030 0.087 -0.066
C 0.4139 -2.7282 -4.8747 -0.055 -0.036 -0.001
C -0.3328 -2.8017 -3.7121 -0.048 -0.075 0.014
C -0.0909 -1.9274 -2.6541 -0.041 -0.011 0.185
P -1.1301 -2.0425 -1.1513 1.210 1.880 -1.117
C -0.9803 -3.8317 -0.6308 0.030 0.720 0.638
C -2.0401 -4.8000 -1.1543 0.105 -0.092 -0.304
C -1.6966 -6.2158 -0.6847 -0.224 0.083 0.195
C -1.6502 -6.2790 0.8382 0.286 -0.106 -0.127
C -0.6145 -5.2974 1.3774 -0.261 0.054 0.135
C -0.9252 -3.8801 0.9010 0.317 -0.165 0.082
C -2.8651 -1.5413 -1.6146 0.519 0.062 0.495
C -3.7368 -1.6718 -0.3551 -0.138 -0.034 0.040
C -5.2281 -1.6452 -0.7074 -0.037 0.232 0.008
C -5.4757 -0.7505 -1.9149 -0.128 -0.171 0.027
C -4.7863 -1.3110 -3.1673 -0.002 -0.007 0.087
C -3.5527 -2.1646 -2.8247 0.155 0.053 -0.182
H 4.0009 -0.6483 -2.0302 -0.166 0.062 -0.247
H 3.5790 -1.5742 -0.6078 -0.016 -0.195 0.057
H 4.0786 0.1007 -0.4365 0.108 0.109 0.112
H 3.6813 1.8170 -2.3614 0.215 -0.040 -0.008
H 3.7684 4.2011 -2.9321 0.089 0.053 -0.064
H 1.7510 5.6102 -2.6281 0.029 0.060 -0.044
H -0.2981 4.6331 -1.7528 0.037 0.052 -0.003
H -3.2611 1.8738 -1.4236 0.023 -0.033 -0.017
H -2.1442 4.4022 -2.6435 0.112 0.030 0.051
H -2.7970 4.4176 -1.0043 0.093 0.056 -0.005
H -4.3900 4.9542 -2.9542 -0.015 0.027 0.026
H -4.9787 3.8397 -1.7368 0.017 0.026 0.053
H -5.1478 3.2695 -4.3658 -0.059 -0.085 0.026
H -4.9230 2.0048 -3.1791 -0.048 -0.103 0.020
H -2.7209 3.4077 -4.7366 0.081 0.012 -0.089
H -3.3184 1.7961 -5.0720 0.078 0.009 -0.087
H -1.1209 2.2401 -3.5606 0.039 -0.090 -0.004
H -2.1399 0.8331 -3.3044 0.037 -0.012 -0.029
H -0.3855 2.3383 1.5148 -0.011 0.065 -0.105
H -2.4411 1.0943 1.5858 -0.151 0.024 -0.028
H -3.3663 2.4192 0.8779 -0.033 -0.068 -0.116
H -2.1180 2.3559 3.6439 -0.208 0.018 -0.078
H -3.8184 2.3739 3.2173 0.043 0.030 0.078
H -2.0528 4.6184 3.6823 -0.016 0.066 0.056
H -3.7606 4.6809 3.2922 0.007 0.025 0.088
H -2.3438 5.9669 1.6922 -0.045 0.022 -0.047
H -3.2728 4.7075 0.9021 -0.043 0.046 -0.044
H -0.3596 4.5414 1.8012 0.055 -0.002 -0.044
H -0.8648 4.7637 0.1489 0.061 0.043 0.059
H 2.4587 -0.1852 -4.0243 0.186 0.052 -0.080
H 1.9797 -1.6924 -5.9060 0.030 0.004 -0.107
H 0.2188 -3.4188 -5.6803 -0.005 -0.056 -0.086
H -1.0918 -3.5647 -3.6206 -0.090 -0.023 -0.088
H -0.0005 -4.1426 -1.0213 -0.110 0.207 -0.012
H -2.0825 -4.7894 -2.2438 -0.102 0.071 0.006
H -3.0247 -4.5332 -0.7692 -0.094 0.080 -0.035
H -0.7265 -6.5082 -1.0920 0.023 -0.067 -0.074
H -2.4453 -6.9117 -1.0663 0.067 0.005 -0.068
H -1.4008 -7.2913 1.1562 -0.062 -0.009 0.056
H -2.6344 -6.0385 1.2453 -0.077 -0.016 0.052
H 0.3776 -5.5889 1.0269 0.094 -0.010 0.031
H -0.6082 -5.3234 2.4682 0.099 0.004 -0.005
H -0.1609 -3.1800 1.2617 -0.050 -0.022 0.104
H -1.8847 -3.5646 1.3173 -0.035 0.090 0.044
H -2.7367 -0.4744 -1.8436 0.083 -0.122 0.073
H -3.4922 -0.8556 0.3307 -0.002 0.035 0.082
H -3.5142 -2.6046 0.1636 0.020 -0.004 0.101
H -5.7980 -1.2862 0.1493 -0.037 -0.101 0.033
H -5.5811 -2.6515 -0.9318 -0.024 -0.091 0.034
H -5.1067 0.2532 -1.6897 -0.003 0.109 0.006
H -6.5466 -0.6649 -2.0944 -0.002 0.136 0.002
H -4.4927 -0.4852 -3.8178 0.016 -0.016 -0.089
H -5.4863 -1.9305 -3.7283 0.010 0.035 -0.054
H -2.8876 -2.1821 -3.6889 -0.031 -0.118 0.040
H -3.8606 -3.1851 -2.6045 0.071 -0.090 -0.005
O -0.1351 -0.4271 2.5130 -0.168 -0.656 -0.895
S -0.1108 0.7688 3.4493 1.439 0.156 1.296
C 0.1088 0.1095 5.1100 -0.418 0.298 -0.427
C -0.4643 0.8669 6.1184 -0.032 0.022 -0.048
C -0.3183 0.4510 7.4300 0.046 -0.039 0.067
C 0.3860 -0.7097 7.7111 -0.058 0.081 0.020
C 0.9341 -1.4684 6.6871 0.008 0.009 -0.136
C 0.7939 -1.0615 5.3695 0.103 -0.074 -0.056
C 1.5543 1.4291 3.1889 -0.448 0.024 -0.101
C 2.5727 0.5677 2.8210 0.050 -0.110 -0.047
C 3.8248 1.0878 2.5366 -0.101 -0.081 -0.007
C 4.0454 2.4532 2.6296 0.039 0.092 0.019
C 3.0224 3.3036 3.0188 0.065 0.010 0.025
C 1.7641 2.7935 3.2919 -0.111 -0.013 0.067
H -1.0207 1.7628 5.8839 -0.072 0.103 0.000
H -0.7626 1.0231 8.2285 -0.029 0.073 0.084
H 0.4993 -1.0269 8.7361 0.013 -0.056 0.080
H 1.4710 -2.3754 6.9177 0.041 -0.083 -0.011
H 1.2017 -1.6381 4.5545 0.068 -0.144 -0.049
H 2.3896 -0.4949 2.7737 0.011 -0.123 -0.088
H 4.6249 0.4223 2.2520 0.107 -0.053 -0.005
H 5.0222 2.8583 2.4118 0.074 0.016 -0.013
H 3.2078 4.3618 3.1154 -0.009 0.110 -0.020
H 0.9615 3.4480 3.5961 -0.132 0.128 0.030
```
Forces are in eV/Å.

Summary:
- HOMO-LUMO gap (eV) = 7.0
- charge = +2
- HOMO (eV) = -13.8